(1)
# C21H26N5O3S2Sr

A molecular structure, C21H26N5O3S2Sr (the ωB97M-V functional and the def2-TZVPD basis, the OMol25 dataset).

Summary:
**Energy relative to the best compared isomer or geometry (same formula, charge and spin)**: 4.32 kcal per mole
**LUMO (spin up / spin down)**: 4.45 / 4.44 eV
**E**: -58301.816 eV
**Spin multiplicity**: 2
**Kohn-Sham gap (spin up / spin down)**: 2.7780 / 6.5211 eV
**<S²>**: 0.77
**Net charge**: -2

Geometry as XYZ:
```
58
Properties=species:S:1:pos:R:3:forces:R:3
Sr 0.276962 -1.620239 0.518032 -0.09 -0.05 0.02
S 0.638958 -3.305618 3.770489 0.05 0.05 -0.02
S 0.352208 -4.627877 -2.661291 0.03 0.07 -0.04
O 1.812259 -2.626760 -1.055651 0.06 0.00 -0.02
O 0.754787 0.707719 0.110575 0.04 0.09 -0.03
O 0.235867 0.655216 -2.080258 0.00 0.01 -0.01
N 1.831704 -2.393972 -2.353168 -0.08 -0.07 0.04
N -1.930367 0.011494 0.826495 -0.04 0.00 0.10
N -1.418750 -1.539820 -1.563823 -0.02 -0.03 0.06
N 0.968071 -0.771433 3.007504 -0.04 -0.01 -0.02
N -2.021494 -2.634746 1.896027 0.03 -0.06 -0.04
C 1.242446 0.523805 3.203721 0.01 0.15 -0.07
C 0.621174 3.461377 -2.334693 -0.01 -0.09 0.04
C 0.793080 4.820130 -2.393952 0.01 0.08 0.01
C -3.134336 -1.715641 2.103492 0.00 0.00 0.00
C 1.534336 1.066612 4.439245 -0.01 -0.12 0.04
C -2.648035 -0.269374 2.049507 0.04 -0.02 -0.04
C 1.339014 4.873186 -0.039228 0.01 0.06 0.00
C 0.795413 2.733405 -1.107635 -0.03 0.16 0.02
C 0.584730 1.315904 -1.042662 0.11 -0.05 0.07
C 1.224900 -3.272404 -3.222997 -0.03 -0.02 0.02
C 1.173540 3.513015 0.039983 -0.02 -0.09 -0.05
C 1.269236 -1.135860 5.343120 0.00 -0.09 0.02
C -2.703801 0.172518 -0.397125 0.07 0.00 -0.03
C 2.553237 -0.941310 -4.095278 -0.03 -0.07 -0.01
C -2.766852 -1.093399 -1.256456 0.02 0.00 0.00
C 0.979214 -1.629541 4.049034 -0.02 0.00 0.04
C 1.151497 5.575828 -1.250999 0.00 -0.03 -0.01
C 2.431798 -1.258573 -2.770363 0.03 0.11 -0.06
C 2.009380 -1.824054 -5.029731 0.02 0.05 0.01
C 1.542408 0.196698 5.532281 0.01 0.10 -0.03
C 1.361615 -2.950815 -4.592769 -0.03 -0.04 -0.03
H 3.010863 -0.004402 -4.374959 0.00 0.00 0.01
H 1.747442 2.121850 4.537753 0.00 0.00 0.00
H -3.657903 -1.873477 3.057485 0.01 0.00 0.00
H -1.241409 0.748152 0.928322 0.01 0.04 -0.05
H -3.365781 -0.852412 -2.149206 0.00 0.01 0.00
H -3.514182 0.398542 2.200443 -0.01 -0.01 0.00
H 1.764962 0.569773 6.527133 0.00 -0.01 0.00
H 1.331271 2.996493 0.979038 0.00 0.02 0.01
H 1.222163 1.133436 2.303183 -0.01 -0.05 -0.02
H 1.270370 -1.836831 6.166856 0.00 0.01 0.00
H -0.862103 -0.770526 -1.975303 0.04 -0.03 -0.01
H 2.771221 -0.620339 -1.969562 -0.01 -0.04 0.03
H 0.652163 5.334551 -3.342316 -0.01 -0.04 -0.02
H 0.346534 2.895396 -3.216877 0.00 0.02 -0.01
H -2.337703 -3.563949 1.649211 -0.02 0.01 0.00
H 2.073585 -1.609143 -6.090070 -0.01 -0.01 0.00
H -1.389245 -2.366061 -2.151546 0.00 0.00 -0.01
H -3.868622 -1.873466 1.310512 -0.01 0.00 0.01
H -2.211655 0.943019 -0.994979 -0.02 0.01 0.00
H -1.434867 -2.744799 2.727428 -0.02 0.00 0.02
H -3.725963 0.519388 -0.177328 -0.01 -0.01 0.00
H -1.956271 -0.102785 2.880940 -0.02 0.00 0.01
H -3.294073 -1.893264 -0.727317 -0.01 0.00 -0.01
H 1.625992 5.426196 0.852778 0.00 -0.03 0.02
H 0.904422 -3.640867 -5.287648 0.00 0.00 0.00
H 1.284590 6.650051 -1.305400 0.00 0.00 0.00
```
Positions in Å, forces in eV/Å.

(2)
# C21H26N8O4Re

A molecular structure, C21H26N8O4Re (the ωB97M-V functional and the def2-TZVPD basis, the OMol25 dataset).

Summary:
**LUMO (spin up / spin down)**: -6.49 / -7.60 eV
**E**: -44428.590 eV
**Spin multiplicity**: 4
**Kohn-Sham gap (spin up / spin down)**: 7.5056 / 6.3671 eV
**<S²>**: 3.78
**Net charge**: +2

Geometry as XYZ:
```
60
Properties=species:S:1:pos:R:3:forces:R:3
Re -0.100402 -0.087731 0.560151 -0.22 0.19 -0.17
O 1.954370 1.826086 3.490131 0.09 -0.03 0.25
O -0.722480 1.756747 -0.097442 -0.04 -0.12 0.02
O 1.420430 0.406307 -0.681254 0.17 -0.31 0.05
O 0.480151 0.762225 2.211811 0.09 -0.03 0.28
N -0.919077 3.850616 -0.730987 -0.06 0.15 -0.06
N 2.570162 -0.119506 2.513650 0.47 -0.21 0.04
N 0.072751 -0.401538 -2.359436 0.15 -0.06 0.18
N -0.401351 -1.057694 -1.241455 -0.25 0.00 0.00
N -0.341386 -2.150370 1.042359 -0.13 -0.13 -0.13
N -2.065523 -0.048052 1.358734 -0.21 -0.20 -0.03
N 2.288788 -1.064413 1.517876 0.35 0.08 -0.05
N -3.931985 0.089573 2.460957 -0.01 -0.01 0.08
C -4.286415 0.006831 1.138752 0.13 -0.01 -0.17
C -0.916331 -2.885163 0.056224 0.01 -0.05 -0.01
C 1.067753 0.347211 -1.954640 0.09 0.23 -0.34
C -0.843451 -2.267884 -1.287531 0.02 -0.18 0.10
C -1.104682 -3.030123 -2.531285 0.03 0.07 -0.06
C 1.836604 1.153497 -2.909640 0.00 -0.02 0.10
C 3.281460 2.699857 -4.696669 0.01 0.01 -0.01
C 3.630217 2.698091 -3.352840 -0.08 -0.07 0.02
C -1.293346 -4.681016 1.582421 0.03 0.06 0.03
C -0.242301 -2.652207 2.274846 -0.06 -0.21 -0.03
C 2.909502 1.925030 -2.457125 -0.05 -0.01 -0.19
C 1.686239 0.884661 2.799869 -0.15 0.42 -0.47
C 1.047382 3.297576 0.555041 0.06 -0.02 -0.02
C 1.495163 1.153063 -4.262286 0.01 0.05 -0.03
C 2.217626 1.929104 -5.150052 0.00 -0.01 0.03
C -2.596088 0.052356 2.574422 0.06 0.03 0.28
C -0.699432 -3.923816 2.580848 0.02 0.10 -0.10
C -3.122554 -0.079297 0.455520 -0.21 0.09 0.05
C -0.228845 2.921798 -0.107650 0.02 0.21 -0.06
C -1.403466 -4.156464 0.301426 0.12 0.16 0.04
C -1.923894 0.098801 3.896454 0.15 0.03 0.04
H -0.586682 4.799421 -0.777967 -0.01 0.03 -0.01
H 2.513312 -1.995567 1.860750 -0.03 0.13 -0.04
H 0.229349 -2.017024 3.012001 -0.01 0.01 0.05
H 1.956683 1.931823 -6.198118 -0.01 0.00 -0.04
H 4.464990 3.290534 -3.008199 0.04 0.02 0.02
H -2.052362 -0.851313 4.414773 0.00 -0.06 0.05
H 3.185250 1.903588 -1.415883 0.05 0.00 0.13
H -1.655373 -5.676471 1.792549 -0.03 -0.05 0.02
H 3.534288 0.066496 2.774539 -0.23 -0.10 -0.02
H -2.169019 -3.263629 -2.596246 -0.05 -0.02 -0.02
H -0.561292 -3.974345 -2.527857 0.04 -0.04 0.01
H -1.800602 3.621521 -1.167947 0.06 0.01 0.01
H -2.961353 -0.114327 -0.605200 0.00 -0.03 -0.10
H -0.578942 -4.307052 3.581383 -0.01 -0.03 0.08
H -0.864289 0.320256 3.792996 -0.20 -0.01 0.03
H 1.393283 4.265932 0.204174 0.03 0.03 0.03
H -1.840743 -4.730983 -0.498880 -0.06 -0.05 -0.07
H 0.669416 0.548165 -4.607693 -0.02 -0.02 0.00
H -4.568555 0.169880 3.242101 0.07 0.00 -0.08
H -2.378887 0.876059 4.509194 0.02 0.01 0.04
H 3.846549 3.299615 -5.396930 0.00 0.01 -0.01
H -0.813669 -2.447285 -3.400877 -0.03 -0.01 0.03
H -5.306850 0.033346 0.810519 -0.10 -0.01 -0.05
H 1.804574 2.543622 0.349333 -0.05 0.03 0.01
H 0.893816 3.336932 1.634321 -0.01 -0.03 0.06
H 2.831519 -0.883350 0.671964 -0.05 -0.01 0.22
```
Positions in Å, forces in eV/Å.

(3)
# C21H27AsN3OSbV

A molecular structure, C21H27AsN3OSbV at a distorted geometry (the ωB97M-V functional and the def2-TZVPD basis, the OMol25 dataset).

Summary:
**LUMO (spin up / spin down)**: -14.79 / -14.16 eV
**E**: -121754.961 eV
**Spin multiplicity**: 2
**Kohn-Sham gap (spin up / spin down)**: 6.9416 / 7.5870 eV
**<S²>**: 0.77
**Net charge**: +4

Geometry as XYZ:
```
55
Properties=species:S:1:pos:R:3:forces:R:3
Sb 0.322555 -3.305373 1.188322 0.23 0.34 -0.50
As -1.715913 2.662857 0.187972 1.22 -1.39 -0.68
V 0.225222 -0.379292 -0.044971 -1.55 1.14 1.16
O -0.489816 1.190532 -0.159891 -0.40 0.75 0.00
N -1.128544 -1.512811 -0.816972 0.12 -0.75 -0.48
N 1.810484 -1.121816 -0.797850 1.07 -0.80 -0.40
N 0.741340 -0.367409 1.838308 0.44 -0.48 0.34
C 0.344914 -1.638026 3.811189 -0.28 0.13 -0.47
C -3.111413 2.361946 -1.037266 -0.11 -0.37 -0.02
C -1.331610 -2.637233 -0.081303 0.30 0.44 0.04
C -1.359825 -0.175225 -2.882683 -0.17 -0.20 -0.75
C 0.384142 -1.531532 2.445165 0.11 0.34 -0.60
C -2.398076 -3.453594 -0.345536 0.27 0.19 0.21
C 2.902227 -3.216561 -0.533718 0.14 0.14 -0.24
C 1.846143 -2.384013 -0.248394 -0.37 0.56 0.18
C 0.719556 -0.526085 4.544528 0.13 0.22 0.56
C 2.751236 -0.648385 -1.665316 -0.74 -0.04 0.43
C 3.889611 -2.741128 -1.415113 0.26 0.29 -0.38
C 3.814786 -1.472214 -2.004854 0.13 -0.33 0.19
C -2.886043 -2.057709 -2.249389 -0.55 -0.18 -0.42
C 2.466299 0.723354 -2.193337 0.29 0.46 -0.21
C 1.257282 0.585054 3.905871 -0.15 0.07 0.65
C -3.197447 -3.126680 -1.430530 -0.93 -0.27 -0.43
C -2.221469 2.411621 1.971745 -0.56 -0.52 0.10
C -1.826605 -1.246108 -1.950085 0.73 0.51 0.42
C 1.258220 0.679943 2.535259 0.05 -0.38 -0.33
C 1.932297 1.795908 1.814868 0.29 0.41 -0.03
C -0.666352 4.168425 -0.215872 -0.09 0.14 0.04
H 0.007484 -2.546851 4.268173 0.01 -0.30 0.33
H 2.980808 -4.216296 -0.103515 0.00 0.28 -0.15
H -0.890560 -0.660475 -3.749613 -0.03 -0.02 0.13
H 4.576420 -1.111196 -2.708802 -0.33 -0.26 0.37
H -3.010430 3.139329 2.191111 -0.02 -0.03 0.00
H -2.625432 1.389339 2.066157 0.15 0.45 0.15
H -2.751249 2.428146 -2.061930 -0.01 0.07 0.03
H -3.573134 1.391038 -0.827329 0.00 0.22 -0.07
H -3.447476 -1.842112 -3.153147 -0.08 -0.18 0.11
H -2.581439 -4.310989 0.274080 -0.15 -0.37 0.01
H 4.733193 -3.384093 -1.652025 -0.07 0.06 0.01
H 3.333313 1.184540 -2.666346 0.12 -0.13 0.13
H 1.683453 1.391887 4.484244 -0.03 0.06 0.09
H 1.716595 0.682229 -2.986979 -0.10 -0.12 0.04
H -3.823848 3.161196 -0.835718 -0.25 0.09 -0.09
H -1.377827 2.599281 2.612000 0.31 -0.03 0.37
H 2.122792 1.429222 -1.413954 0.12 -0.40 -0.17
H -0.271425 3.986365 -1.212538 0.20 0.22 -0.07
H 0.111215 4.302392 0.541487 -0.15 0.16 -0.22
H -4.070716 -3.732367 -1.671307 0.19 0.02 0.06
H -1.370275 5.017033 -0.247909 0.32 -0.07 0.07
H 2.812579 1.434375 1.273043 0.00 -0.11 0.11
H -2.197371 0.370804 -3.302820 -0.26 0.02 -0.04
H 1.322439 2.318380 1.082510 -0.23 -0.10 0.00
H -0.658921 0.562676 -2.522227 0.20 -0.02 0.44
H 0.631080 -0.563336 5.625220 0.19 0.11 0.00
H 2.285536 2.541022 2.527992 0.02 -0.07 -0.02
```
Positions in Å, forces in eV/Å.

(4)
# C21H27BEuF3N6O8P2S3

A molecular structure, C21H27BEuF3N6O8P2S3 at a distorted geometry (the ωB97M-V functional and the def2-TZVPD basis, the OMol25 dataset).

Summary:
**Energy relative to the best compared isomer or geometry (same formula, charge and spin)**: 25.57 kcal per mole
**LUMO (spin up / spin down)**: 2.32 / 2.32 eV
**E**: -126788.931 eV
**Spin multiplicity**: 8
**Kohn-Sham gap (spin up / spin down)**: 6.3328 / 7.2825 eV
**<S²>**: 15.76
**Net charge**: -1

Geometry as XYZ:
```
72
Properties=species:S:1:pos:R:3:forces:R:3
Eu 0.073203 0.171415 0.188012 0.93 -0.51 0.50
S 0.044635 -1.347715 -2.269480 0.18 -0.91 0.09
S 3.067653 0.559761 -0.649082 -0.32 0.36 0.49
S 0.121243 2.367092 2.299409 0.86 0.26 0.47
P -2.955398 -0.281993 1.860543 0.97 0.03 -0.37
P -1.170610 -2.583404 2.638264 0.26 -1.36 -0.98
F 1.580541 3.728899 5.189155 0.24 -0.49 -0.48
F 2.605966 4.236523 3.369299 -0.32 -0.14 -0.69
F 3.724484 3.395434 4.978145 -0.24 0.60 0.16
O -2.325254 0.097172 0.527585 -0.40 -0.49 0.73
O -1.185887 -4.170881 2.856894 0.24 -0.47 -0.01
O -0.882068 -2.113914 4.090853 -0.01 0.50 0.63
O -0.148348 -2.246671 1.616221 0.05 0.52 -0.33
O -0.509446 1.810541 -1.527793 -0.75 0.33 -0.15
O -3.823432 -2.497331 3.039365 -0.51 -0.10 0.78
O -4.353710 0.066381 2.187249 -0.21 0.04 0.04
O -1.954427 0.253140 3.057253 -0.20 -0.66 -0.17
N 3.060740 -1.055654 -2.826014 0.65 -0.49 1.05
N 3.112918 -2.124495 -0.924446 0.24 -1.19 0.52
N -1.654972 2.445529 -1.529960 0.23 0.38 1.97
N 1.333812 0.110863 2.748646 -0.41 0.21 -0.28
N 1.421383 0.126701 -4.239778 -1.46 -0.32 1.62
N -0.770873 0.297232 -4.139631 -0.44 0.67 -0.59
C 2.416304 1.871295 3.891207 -1.22 0.98 -0.09
C 0.996409 0.961095 -5.194942 -1.49 0.30 -0.57
C 3.092861 -0.379823 4.314027 -1.32 0.09 -1.01
C 3.259697 -3.074722 -1.920497 -0.68 -0.60 1.00
C 3.170969 -2.400605 -3.047919 0.28 -0.28 -2.92
C 1.410502 1.411857 3.051091 -1.01 0.61 -1.35
C -0.364075 1.116689 -5.173917 2.08 -1.16 0.82
C -4.037932 3.899954 -1.400773 1.18 -0.29 -0.07
C 2.525880 3.303108 4.301881 0.94 0.47 1.31
C -2.842471 -2.147300 2.094411 -0.41 -0.20 -1.10
C -2.334916 2.619132 -0.330062 0.90 -0.05 -0.21
C 0.303968 -0.276150 -3.561099 0.16 -0.11 0.13
C 3.059586 -0.903460 -1.495472 -0.09 0.56 0.82
C -2.100927 3.013323 -2.647569 -1.80 1.51 0.90
C 3.184261 0.969967 4.565648 1.76 -0.57 1.46
C 2.123921 -0.725882 3.357899 0.78 -1.05 1.30
C -2.148521 0.119558 -3.698475 0.87 -0.67 0.42
C -3.561420 3.268838 -0.281623 1.60 -0.93 0.28
C 3.173458 -2.524632 0.485561 -0.28 1.78 -0.86
C -3.001532 -3.080058 0.796474 0.02 2.60 -0.29
C -3.241152 3.851421 -2.533273 -0.89 -0.37 -2.56
B 2.946515 0.015738 -3.890873 0.36 -0.65 -0.89
H 3.269170 -4.146093 -1.750056 0.08 0.40 0.10
H -4.449541 -1.747436 3.191489 0.79 -0.34 -0.56
H -0.526442 -4.615902 2.295476 -0.39 0.40 0.22
H -1.007074 1.630481 -5.811657 -0.92 0.63 -0.79
H -2.096081 0.154485 -2.593311 -0.61 0.08 -0.59
H -1.762529 2.255250 0.556685 -0.93 0.42 -1.05
H -1.047844 -1.154465 4.053551 -0.12 0.51 0.45
H -1.517338 2.808403 -3.517044 0.22 0.21 -0.41
H -2.772379 0.868217 -4.175349 -0.04 0.12 0.17
H -3.915314 -2.856720 0.209546 0.24 -0.15 0.75
H 3.460226 1.080089 -3.692000 -0.28 0.03 0.44
H -3.679770 4.328950 -3.470014 1.03 -0.64 1.22
H -4.950178 4.427783 -1.301378 -0.69 0.56 -0.47
H 1.878764 -1.765458 3.216088 0.21 -0.34 -0.41
H 2.197644 -2.694333 0.936301 -0.16 0.10 -0.16
H 3.686601 -1.711866 0.984019 0.08 0.01 0.48
H 3.505788 -0.485800 -4.838834 -0.08 0.04 -0.47
H -2.957029 -4.082144 1.144284 -0.18 -0.90 0.09
H 3.607553 -1.153113 4.846448 0.33 -0.05 0.20
H -1.175032 0.851019 2.837191 -0.61 0.08 -0.27
H 1.713017 1.222293 -5.891138 1.04 1.15 -1.33
H 3.198697 -2.815635 -4.050651 -0.03 0.32 0.19
H 3.865105 1.327766 5.360417 -0.43 -0.29 -0.72
H 3.749075 -3.406788 0.482254 0.71 -1.07 0.37
H -4.059796 3.262711 0.659012 -0.37 0.12 0.52
H -2.180645 -2.856903 0.095894 -0.10 -0.26 0.31
H -2.478187 -0.878755 -3.999671 -0.11 0.09 0.16
```
Positions in Å, forces in eV/Å.

Which of these has the highest net charge? C21H27AsN3OSbV

Which value of spin multiplicity does entry 2 give? 4